1.
C22H36BCoN8O2S | wB97M-V/def2-TZVPD

Properties
<S²> = 8.7989
Net charge = +3
Gap between HOMO and LUMO (alpha / beta) = 7.995 / 3.475 eV
Max |F| = 0.081 hartree/bohr
Relative energy (zero: lowest compared OMol25 entry of this formula, charge and spin) = 0.0 kJ/mol
Multiplicity = 6
Highest occupied orbital energy (alpha / beta) = -16.86 / -16.85 eV

Each line ends with the Mulliken spin population.
Element x y z (Å)
Co (0.86097, 0.04245, 0.09038)  2.821
C (0.96652, -3.20689, -0.69728)  0.033
C (-0.31946, -2.59146, -0.17409)  0.117
C (-1.55759, -3.21546, 0.17826)  0.245
C (-2.38381, -2.20248, 0.62031)  0.235
N (-1.75648, -0.99539, 0.56313)  0.279
N (-0.46197, -1.27878, -0.00506)  0.045
B (-1.82293, 0.15132, 1.66709)  -0.006
N (-0.58650, -0.03893, 2.57842)  0.024
C (-0.35087, 0.33786, 3.84327)  0.035
C (0.98247, 0.17919, 4.17222)  0.028
C (1.59680, -0.21860, 2.93635)  0.015
C (2.99140, -0.65988, 2.75151)  -0.001
N (0.65171, -0.26425, 2.01088)  0.103
N (-1.50107, 1.43160, 0.79071)  -0.001
C (-2.09693, 2.63085, 0.66482)  0.280
C (-1.40802, 3.39494, -0.30077)  0.261
C (-0.37864, 2.58109, -0.79171)  -0.090
C (0.47848, 2.74532, -2.00633)  0.010
N (-0.40730, 1.40877, -0.06167)  0.448
N (-3.16159, 0.24031, 2.37533)  0.012
C (-3.61652, -0.39525, 3.53179)  -0.001
C (-4.98587, -0.37649, 3.55734)  0.004
C (-5.37609, 0.16893, 2.29723)  0.009
C (-6.75957, 0.33270, 1.71699)  0.000
N (-4.29738, 0.57108, 1.64032)  0.001
H (0.98143, -4.27974, -0.52087)  -0.004
H (1.87050, -2.71462, -0.23323)  0.000
H (0.98479, -2.93321, -1.79788)  0.004
H (-1.76834, -4.27987, 0.13309)  -0.010
H (-3.40182, -2.27577, 0.95978)  0.011
H (-1.17447, 0.66136, 4.44651)  0.002
H (1.41512, 0.34101, 5.15099)  0.001
H (3.53365, -0.70354, 3.69509)  -0.001
H (3.52442, -0.01304, 1.99382)  0.003
H (2.98276, -1.64011, 2.27628)  -0.001
H (-2.95004, 2.80798, 1.29203)  -0.018
H (-1.62226, 4.43641, -0.62850)  -0.002
H (-0.00314, 3.37239, -2.83832)  -0.005
H (0.76403, 1.73752, -2.35542)  -0.001
H (1.44078, 3.25647, -1.73777)  -0.007
H (-2.94283, -0.81781, 4.27613)  0.000
H (-5.60271, -0.66981, 4.40647)  0.000
H (-7.50619, 0.20701, 2.50628)  0.000
H (-6.93319, -0.38504, 0.88061)  0.001
H (-6.87194, 1.38865, 1.34441)  0.001
C (3.29308, -1.60613, -3.36880)  -0.001
C (2.17993, -0.81275, -4.03069)  0.001
O (0.95666, -0.85795, -3.28412)  0.024
C (-0.13623, -0.87019, -4.23048)  -0.001
C (-1.39464, -0.35351, -3.58233)  0.001
H (4.25339, -1.34014, -3.83345)  0.000
H (3.07842, -2.68835, -3.47429)  0.000
H (3.37155, -1.35455, -2.31275)  -0.001
H (1.96269, -1.11249, -5.05175)  0.001
H (2.52933, 0.25709, -4.11258)  0.000
H (-0.29180, -1.92166, -4.51115)  0.001
H (0.16192, -0.27033, -5.11206)  0.001
H (-1.53375, -0.91354, -2.65819)  0.008
H (-2.26169, -0.45515, -4.25088)  0.000
H (-1.28487, 0.69106, -3.27162)  -0.001
C (5.22584, 0.55829, -0.49196)  0.005
S (3.72316, 1.52202, -0.81646)  0.010
C (3.74677, 2.73639, 0.54303)  0.004
O (2.65326, 0.41360, -0.44854)  0.070
H (5.28410, 0.27303, 0.58769)  0.000
H (6.09886, 1.18512, -0.79733)  0.000
H (5.14568, -0.37144, -1.05251)  -0.001
H (4.38962, 3.60106, 0.24133)  0.000
H (4.13317, 2.35431, 1.48946)  0.000
H (2.69523, 3.06737, 0.63150)  0.000

2.
C22H36BrFN6O10S2 | wB97M-V/def2-TZVPD

Properties
Structure (SMILES) = N#CO[C@]1(S(=O)(=O)F)C[C@@H](c2ccccn2)OS(=O)(=O)[C@H]1Br.CNC(C)=O.CNC(C)=O.CNC(C)=O.CNC(C)=O
Gap between HOMO and LUMO = 7.927 eV
Max |F| = 0.140 hartree/bohr
Highest occupied orbital energy = -9.16 eV

Each line ends with the Mulliken charge.
Element x y z (Å)
N (1.59477, -2.33034, -0.34850)  -0.469
C (0.81303, -2.00750, 0.42321)  0.622
O (-0.13519, -1.33194, 1.12371)  -0.484
C (-1.37726, -1.18735, 0.42509)  0.714
S (-2.37085, -2.73238, 0.82892)  1.456
O (-1.61404, -3.90075, 0.37976)  -0.614
O (-3.63555, -2.75406, 0.10285)  -0.573
F (-2.54904, -2.92055, 2.45069)  -0.215
C (-1.28957, -1.15148, -1.14377)  -1.815
C (-0.54111, 0.19032, -1.55541)  0.657
C (0.38758, -0.07971, -2.76728)  0.169
C (1.70030, 0.54502, -2.79774)  -0.202
C (2.71021, 0.35529, -3.85429)  -0.608
C (2.23702, -0.57277, -4.91802)  -0.417
C (0.89013, -1.11446, -4.74759)  -0.220
N (-0.01431, -0.92014, -3.76113)  -0.471
O (-1.55660, 1.19958, -1.78086)  -0.478
S (-2.23856, 1.50473, -0.32776)  1.609
O (-1.59402, 2.74181, 0.20861)  -0.767
O (-3.65963, 1.81711, -0.43996)  -0.748
C (-2.03634, 0.16711, 0.94631)  -0.925
Br (-3.77492, -0.02849, 1.84495)  0.015
H (-2.35636, -1.04390, -1.51442)  0.539
H (-0.90189, -2.07911, -1.63126)  0.704
H (0.13757, 0.47719, -0.69175)  0.299
H (1.97111, 1.21379, -1.93596)  0.331
H (3.71799, 0.82126, -3.84836)  0.402
H (2.89458, -0.84329, -5.78042)  0.345
H (0.55960, -1.81933, -5.56086)  0.344
H (-1.34795, 0.59970, 1.73040)  0.534
C (-7.33749, 2.91245, 0.31035)  -0.925
N (-6.68843, 2.38797, -0.87286)  -0.014
C (-7.23648, 2.14501, -2.09367)  0.924
C (-8.70218, 2.44675, -2.27914)  -1.351
O (-6.54739, 1.69687, -2.99805)  -0.644
H (-6.83174, 3.83483, 0.60369)  0.283
H (-7.23694, 2.18058, 1.11493)  0.250
H (-8.39114, 3.11838, 0.14161)  0.405
H (-5.70422, 2.16349, -0.81920)  0.245
H (-8.99399, 2.20317, -3.29887)  0.290
H (-9.29989, 1.84251, -1.59388)  0.353
H (-8.89192, 3.50824, -2.10850)  0.355
C (0.25180, -4.56033, 4.18864)  -0.923
N (0.95579, -3.38379, 3.71637)  -0.031
C (2.24164, -3.01781, 3.95444)  1.011
C (3.08297, -3.92265, 4.81656)  -1.276
O (2.67841, -1.98010, 3.47152)  -0.631
H (-0.09233, -5.12905, 3.32271)  0.274
H (-0.61480, -4.23656, 4.76817)  0.275
H (0.88254, -5.19277, 4.80718)  0.411
H (0.45630, -2.72977, 3.13257)  0.020
H (4.08022, -3.50093, 4.91661)  0.105
H (2.64222, -4.00934, 5.81146)  0.427
H (3.16812, -4.90826, 4.35513)  0.364
C (8.22081, -1.96962, 4.59833)  -0.741
N (8.00202, -1.44107, 3.26765)  -0.153
C (6.84051, -1.40662, 2.55534)  0.441
C (5.60323, -1.98072, 3.19701)  -0.951
O (6.82587, -0.92093, 1.43439)  -0.677
H (8.59598, -1.16515, 5.23449)  0.273
H (8.97480, -2.75747, 4.53975)  0.275
H (7.31031, -2.37492, 5.03106)  0.267
H (8.78735, -1.03999, 2.77646)  0.228
H (4.76356, -1.88319, 2.51623)  0.276
H (5.75244, -3.04085, 3.41382)  0.338
H (5.36928, -1.43668, 4.11360)  0.419
C (-0.34861, 4.37682, -1.92402)  -0.529
N (0.77754, 4.25701, -2.83421)  -0.096
C (0.81263, 4.50571, -4.16997)  0.832
C (-0.45938, 4.96768, -4.83229)  -1.230
O (1.85329, 4.35283, -4.79538)  -0.673
H (-0.08053, 5.09309, -1.14441)  0.301
H (-0.53047, 3.41624, -1.46461)  0.005
H (-1.25139, 4.71192, -2.42799)  0.288
H (1.66385, 3.95189, -2.46032)  0.206
H (-0.27655, 5.12439, -5.89359)  0.302
H (-1.23691, 4.20919, -4.72266)  0.318
H (-0.78970, 5.91140, -4.39428)  0.351

3.
C22H36ErN2O8S2 | wB97M-V/def2-TZVPD

Properties
<S²> = 3.7526
Net charge = +1
Gap between HOMO and LUMO = 8.911 eV
Max |F| = 0.054 hartree/bohr
Relative energy (zero: lowest compared OMol25 entry of this formula, charge and spin) = 73.9 kJ/mol
Multiplicity = 4
Highest occupied orbital energy = -11.05 eV

Each line ends with the Mulliken spin population.
Element x y z (Å)
Er (0.82223, 0.80968, -0.17407)  3.028
O (0.44721, 3.15940, -3.80429)  0.000
C (1.00561, 2.38450, -2.89618)  0.001
O (1.18631, 2.71205, -1.73919)  0.001
C (1.40760, 1.03589, -3.42356)  0.000
O (2.03717, 0.38199, -2.34884)  -0.002
C (2.22993, -1.03598, -2.52697)  0.000
C (2.44420, -1.68294, -1.17083)  -0.001
O (2.94847, -2.77663, -1.11646)  0.000
O (2.03300, -0.95659, -0.16020)  -0.003
H (0.19876, 3.99238, -3.37179)  0.000
H (2.07218, 1.16415, -4.28210)  0.000
H (0.51197, 0.49776, -3.75114)  0.000
H (3.09764, -1.22490, -3.15617)  0.000
H (1.33373, -1.46760, -2.97688)  0.000
C (3.77437, 0.81907, 1.51025)  0.000
C (2.84963, 0.72123, 2.71475)  0.000
N (1.44859, 0.50154, 2.32616)  0.000
C (0.47443, 1.10850, 3.23257)  0.002
C (0.55663, 2.63595, 3.23481)  0.000
S (0.82240, 3.37625, 1.60036)  -0.001
C (2.59583, 3.78372, 1.62091)  0.000
C (3.42273, 3.08966, 0.54444)  0.000
N (3.20415, 1.64255, 0.43077)  -0.001
H (3.93015, -0.17586, 1.10071)  0.000
H (4.74733, 1.20819, 1.83028)  0.000
H (2.89286, 1.63471, 3.30415)  0.000
H (3.20605, -0.07521, 3.37264)  0.000
H (1.26066, -0.49556, 2.26533)  -0.001
H (0.59586, 0.75766, 4.26414)  0.000
H (-0.51355, 0.79091, 2.90025)  0.000
H (1.34231, 3.01017, 3.89016)  0.000
H (-0.37734, 3.03946, 3.62395)  0.000
H (2.97047, 3.57624, 2.62153)  0.000
H (2.68865, 4.85975, 1.47808)  0.000
H (4.47785, 3.31118, 0.74640)  0.000
H (3.18248, 3.52680, -0.42363)  0.000
H (3.63597, 1.34301, -0.43793)  0.000
C (-3.38239, -6.19911, -0.67929)  0.000
C (-2.75442, -4.83513, -0.59020)  0.000
C (-1.85082, -4.52985, 0.41997)  0.000
C (-1.25933, -3.27839, 0.52599)  0.000
C (-0.26326, -3.04770, 1.63877)  0.000
C (-1.57188, -2.31579, -0.44624)  0.001
C (-2.46637, -2.59933, -1.49094)  0.000
C (-2.84955, -1.60636, -2.56354)  0.000
C (-3.05396, -3.85563, -1.52904)  0.000
C (-0.93424, -0.98586, -0.38184)  -0.013
O (-0.77866, -0.38722, 0.74331)  -0.003
O (-0.48585, -0.42749, -1.43627)  -0.007
H (-3.25738, -6.75551, 0.24846)  0.000
H (-2.92761, -6.78410, -1.48118)  0.000
H (-4.44880, -6.12594, -0.89455)  0.000
H (-1.59500, -5.28970, 1.15010)  0.000
H (-0.04848, -3.99253, 2.13511)  0.000
H (-0.64873, -2.34855, 2.38167)  0.000
H (0.67972, -2.65248, 1.25343)  0.000
H (-2.90723, -0.58179, -2.20077)  0.000
H (-3.81878, -1.87887, -2.97957)  0.000
H (-2.12514, -1.60721, -3.37914)  0.000
H (-3.76791, -4.07442, -2.31651)  0.000
C (-3.55654, 1.24857, 0.09928)  0.000
S (-2.20279, 2.28660, 0.57563)  0.000
C (-2.92626, 3.86227, 0.25089)  0.000
O (-1.15029, 2.13001, -0.51596)  0.000
H (-3.76013, 1.42763, -0.95741)  0.000
H (-4.41952, 1.50115, 0.71619)  0.000
H (-3.26310, 0.21634, 0.27651)  0.000
H (-3.78487, 3.99983, 0.90843)  0.000
H (-3.22074, 3.89387, -0.79890)  0.000
H (-2.16419, 4.60960, 0.46519)  0.000

> What is the max |F| in the first record?

0.081 hartree/bohr

> Which of these has the highest max |F|?

C22H36BrFN6O10S2